Entry 1:
DFT (ωB97M-V with the def2-TZVPD basis set) results for 2 unconnected molecules or ions with the total composition C11H15N in a non-equilibrium geometry.

Each line ends with the Löwdin spin population.
Cartesian coordinates (Å):
C (-2.682, 1.367, -0.599)  0.0105
C (-2.757, 0.356, -1.734)  0.0040
H (-3.128, 0.834, 0.219)  0.0031
H (-1.806, 1.979, -0.453)  0.0020
H (-3.487, 2.132, -0.669)  0.0008
H (-1.865, -0.314, -1.845)  0.0012
H (-3.504, -0.423, -1.646)  0.0021
H (-2.858, 0.957, -2.655)  0.0003
C (2.043, 2.077, 1.298)  -0.0018
C (1.196, -0.168, 0.309)  0.0749
C (1.227, 0.769, 1.362)  0.0329
C (0.232, -1.179, 0.668)  0.0124
C (0.230, 0.441, 2.281)  0.1838
C (2.069, -0.338, -0.761)  0.1837
C (2.017, -1.539, -1.492)  0.0334
C (1.017, -2.507, -1.182)  0.1468
C (0.172, -2.356, -0.028)  0.1763
N (-0.312, -0.771, 1.897)  0.0378
H (2.780, 0.436, -0.988)  0.0209
H (2.750, -1.995, -2.152)  -0.0016
H (1.084, -3.499, -1.615)  0.0120
H (1.541, 3.050, 1.282)  0.0022
H (2.688, 1.971, 0.425)  0.0007
H (0.048, 1.123, 3.098)  0.0336
H (-1.076, -1.253, 2.353)  0.0049
H (-0.330, -3.159, 0.499)  0.0213
H (2.712, 2.008, 2.129)  0.0016

Its multiplicity is 2. Its highest occupied orbital energy (spin up / spin down) is 0.7 / -2.7 eV. The relative energy (zero: lowest compared OMol25 entry of this formula, charge and spin) is 30.3 kcal/mol. As for the net charge: -1.



Entry 2:
DFT (ωB97M-V with the def2-TZVPD basis set) results for a molecular structure, C18H35As2NS2Tl in a non-equilibrium geometry.

Each line ends with the Mulliken charge.
Cartesian coordinates (Å):
Tl (-0.263, 0.501, -0.672)  0.9459
S (-1.705, 3.184, -1.077)  -0.0132
S (-1.592, -2.205, -0.801)  0.1376
C (-3.487, 2.797, -1.064)  -0.5992
C (-1.172, 2.824, -2.781)  -1.0125
C (-1.585, 1.525, -3.484)  -0.6151
N (-0.913, 0.293, -2.993)  -0.3382
C (-1.522, -0.999, -3.390)  -0.6695
C (-1.089, -2.189, -2.534)  -0.7633
H (-0.076, 2.952, -2.783)  0.4497
H (-1.579, 3.673, -3.351)  0.5513
H (-1.260, 1.680, -4.528)  0.3421
H (-2.668, 1.395, -3.451)  0.4423
H (-1.174, -1.236, -4.409)  0.3272
H (-2.607, -0.905, -3.381)  0.4155
H (-0.001, -2.344, -2.567)  0.2741
H (-1.530, -3.106, -2.959)  0.5508
C (-3.409, -2.159, -0.899)  -0.9021
H (0.044, 0.304, -3.354)  0.4619
H (-3.666, -1.297, -1.518)  0.2203
H (-3.747, -2.003, 0.141)  0.3848
H (-3.857, -3.079, -1.282)  0.3672
H (-3.770, 2.655, -0.004)  0.3313
H (-3.603, 1.862, -1.614)  0.0739
H (-4.087, 3.595, -1.485)  0.3671
C (4.610, 0.552, -2.439)  -0.6200
C (4.732, 0.615, -1.112)  -0.3373
H (4.525, 1.460, -3.046)  0.2828
H (4.607, -0.401, -2.982)  0.2866
H (4.726, 1.577, -0.588)  0.2638
H (4.881, -0.278, -0.495)  0.1605
C (3.376, -1.497, 1.681)  -1.2370
As (1.655, -1.310, 0.774)  0.1698
C (1.673, -3.036, -0.179)  -1.1222
C (0.548, -1.247, 2.468)  0.3462
C (0.465, -2.367, 3.283)  -0.4186
C (-0.145, -2.270, 4.550)  -0.8168
C (-0.677, -1.061, 4.985)  -0.7114
C (-0.596, 0.085, 4.174)  -0.4954
C (0.018, -0.008, 2.924)  0.3348
As (-0.069, 1.585, 1.781)  0.3619
C (-1.489, 2.718, 2.544)  -1.1991
C (1.787, 2.267, 1.746)  -0.7230
H (4.165, -1.530, 0.911)  0.4045
H (3.356, -2.438, 2.246)  0.4877
H (3.519, -0.644, 2.350)  0.3910
H (2.311, -3.743, 0.352)  0.5185
H (0.655, -3.425, -0.287)  0.4109
H (2.103, -2.817, -1.174)  0.3551
H (0.880, -3.317, 2.954)  0.5047
H (-0.193, -3.147, 5.202)  0.4334
H (-1.158, -0.983, 5.959)  0.4309
H (-1.016, 1.040, 4.513)  0.3618
H (-1.236, 3.041, 3.552)  0.5014
H (-1.611, 3.575, 1.881)  0.4362
H (-2.413, 2.123, 2.553)  0.4449
H (2.094, 2.585, 2.737)  0.4827
H (2.452, 1.474, 1.371)  0.1347
H (1.786, 3.105, 1.051)  0.4461

Its multiplicity is 1. Its highest occupied orbital energy (spin up / spin down) is -17.2 / -17.2 eV. As for the net charge: +3.



Entry 3:
DFT (ωB97M-V with the def2-TZVPD basis set) results for a molecular structure, C43H56AsCaFGeIN5O2Si2 in a non-equilibrium geometry.

Each line ends with the Mulliken charge.
Cartesian coordinates (Å):
Ca (0.292, 0.816, 0.081)  1.4925
O (2.201, 0.334, -0.497)  1.5668
C (3.372, 0.854, -0.588)  0.1383
C (4.505, 0.026, -0.801)  -1.2690
C (5.781, 0.528, -0.873)  -0.6321
C (6.008, 1.899, -0.744)  -1.0501
C (4.931, 2.738, -0.573)  -1.1647
C (3.618, 2.257, -0.502)  0.9253
C (2.523, 3.193, -0.323)  -0.3199
N (1.309, 2.944, 0.154)  0.1688
C (0.643, 4.142, 0.203)  -0.8614
C (1.449, 5.135, -0.257)  -1.0122
N (2.635, 4.525, -0.590)  0.0076
H (4.315, -1.036, -0.897)  0.3730
H (6.613, -0.145, -1.035)  0.4680
H (7.012, 2.296, -0.773)  0.3778
H (5.113, 3.801, -0.466)  0.3814
H (-0.373, 4.214, 0.547)  0.6011
H (1.293, 6.192, -0.358)  0.4672
H (3.435, 4.981, -0.990)  0.2016
C (-0.007, 0.400, 5.982)  -1.2822
N (-0.427, 0.565, 4.604)  0.2925
C (-1.809, 0.231, 4.294)  -1.0100
C (0.443, 0.696, 3.567)  -0.4302
O (0.149, 0.296, 2.434)  0.2762
N (1.668, 1.246, 3.869)  0.1955
C (2.721, 1.108, 2.876)  -0.5438
C (1.738, 2.486, 4.626)  -1.1692
H (-0.321, -0.584, 6.340)  0.4257
H (-0.450, 1.165, 6.624)  0.3350
H (1.074, 0.453, 6.053)  0.4147
H (-2.310, -0.069, 5.210)  0.3999
H (-1.864, -0.589, 3.579)  0.3085
H (-2.324, 1.094, 3.868)  0.3384
H (2.615, 0.154, 2.361)  -0.1527
H (3.685, 1.139, 3.384)  0.4016
H (2.687, 1.908, 2.133)  0.1008
H (0.787, 2.699, 5.105)  0.4089
H (1.970, 3.317, 3.952)  0.2904
H (2.519, 2.432, 5.387)  0.3237
F (-5.312, -2.954, -0.150)  -0.4223
C (-3.977, -2.790, -0.164)  0.0961
C (-3.372, -2.097, 0.866)  -0.1631
C (-1.995, -1.971, 0.850)  -0.5631
C (-1.213, -2.540, -0.157)  0.3663
C (-1.867, -3.193, -1.199)  -0.3909
C (-3.248, -3.321, -1.209)  -1.0752
H (-3.975, -1.650, 1.644)  0.3898
H (-1.501, -1.413, 1.636)  0.1157
H (-1.301, -3.623, -2.015)  0.1909
H (-3.767, -3.823, -2.014)  0.4129
C (2.796, -3.778, 2.415)  -1.1435
Si (0.988, -3.729, 1.810)  0.3726
C (0.356, -5.499, 1.501)  -1.0988
C (0.019, -3.081, 3.315)  -0.3832
As (0.719, -2.217, -0.003)  0.6198
Si (1.653, -3.657, -1.668)  0.8983
C (3.271, -4.427, -1.014)  -1.3514
C (0.664, -5.143, -2.359)  -1.5147
C (2.220, -2.522, -3.093)  -0.6429
H (2.866, -4.308, 3.363)  0.4130
H (3.167, -2.764, 2.572)  0.2419
H (3.467, -4.268, 1.714)  0.3465
H (0.402, -6.087, 2.417)  0.4149
H (0.934, -6.020, 0.739)  0.2522
H (-0.685, -5.477, 1.177)  0.3054
H (0.317, -3.602, 4.224)  0.5699
H (-1.054, -3.212, 3.192)  0.2330
H (0.225, -2.021, 3.452)  -0.3637
H (3.075, -5.225, -0.300)  0.2966
H (3.886, -3.670, -0.528)  0.3282
H (3.844, -4.847, -1.840)  0.4486
H (-0.035, -5.546, -1.627)  0.3908
H (1.353, -5.940, -2.632)  0.4378
H (0.098, -4.881, -3.252)  0.3951
H (2.366, -1.510, -2.711)  -0.0683
H (1.498, -2.479, -3.905)  0.2028
H (3.163, -2.857, -3.523)  0.5185
Ge (-2.316, 1.574, 0.139)  1.5781
C (-3.798, 0.803, -0.970)  -0.1575
C (-5.135, 0.848, -0.584)  -0.4348
C (-6.148, 0.395, -1.413)  -0.6670
C (-5.849, -0.124, -2.663)  -0.4741
C (-4.527, -0.185, -3.070)  -0.8973
C (-3.527, 0.272, -2.227)  0.5749
C (-2.536, 3.424, -0.622)  -0.3944
C (-2.282, 3.631, -1.977)  -0.1620
C (-2.338, 4.888, -2.556)  -0.8622
C (-2.658, 5.991, -1.777)  -0.5386
C (-2.933, 5.812, -0.430)  -0.5866
C (-2.864, 4.547, 0.134)  0.0004
H (-3.231, 1.844, 1.399)  -0.5258
H (-5.380, 1.252, 0.392)  0.3677
H (-7.179, 0.450, -1.088)  0.3878
H (-6.637, -0.474, -3.317)  0.3798
H (-4.274, -0.585, -4.046)  0.3554
H (-2.500, 0.214, -2.556)  0.0323
H (-2.042, 2.775, -2.600)  0.3757
H (-2.130, 5.018, -3.612)  0.4052
H (-2.697, 6.978, -2.220)  0.3858
H (-3.200, 6.666, 0.181)  0.3958
H (-3.070, 4.422, 1.192)  0.3396
I (-1.225, -2.003, -5.387)  0.0428
C (-0.411, -0.309, -4.446)  -0.7048
C (-0.044, 0.813, -5.166)  -0.4628
C (0.428, 1.911, -4.462)  -1.1053
C (0.488, 1.845, -3.079)  -0.5875
N (0.146, 0.757, -2.398)  1.5031
C (-0.278, -0.306, -3.066)  -1.9038
H (-0.125, 0.834, -6.244)  0.4692
H (0.726, 2.810, -4.981)  0.5486
H (0.814, 2.695, -2.491)  0.2380
H (-0.535, -1.179, -2.479)  1.2237

Its multiplicity is 1. Its highest occupied orbital energy is -6.8 eV. As for the net charge: 0.



Entry 4:
DFT (ωB97M-V with the def2-TZVPD basis set) results for C4H7N3O in the gas phase in a non-equilibrium geometry.

Each line ends with the Mulliken charge.
Cartesian coordinates (Å):
C (0.300, -0.531, -1.541)  -0.7968
C (0.697, -0.214, -0.218)  0.8683
C (-1.665, 0.431, -0.925)  0.5655
C (1.978, -0.758, 0.369)  -0.9322
N (-2.688, 1.032, -0.581)  -0.5580
N (-0.229, 0.499, 0.478)  -0.1323
N (-0.355, 0.640, 1.842)  -0.6175
O (-0.975, -0.169, -1.756)  -0.3356
H (0.852, -1.048, -2.273)  0.4134
H (2.650, -1.022, -0.604)  0.2677
H (1.820, -1.645, 0.994)  0.2380
H (2.493, -0.005, 0.988)  0.2954
H (-3.211, 1.569, -1.320)  0.2527
H (-0.758, -0.250, 2.320)  0.2162
H (-0.906, 1.471, 2.226)  0.2552

Its multiplicity is 1. Its highest occupied orbital energy is -7.3 eV. The relative energy (zero: lowest compared OMol25 entry of this formula, charge and spin) is 121.1 kcal/mol. As for the net charge: 0.